Computed, not measured: a structure of composition C32H25N2O3PReS at a distorted geometry, with ωB97M-V/def2-TZVPD.

Properties
⟨S²⟩ = 0.79
Energy = -64967.274 eV
HOMO (alpha / beta) = -7.5 / -7.3 eV
Gap between HOMO and LUMO (alpha / beta) = 6.466 / 6.358 eV
Multiplicity = 2

Cartesian coordinates (Å):
Re (-0.63, 1.33, 0.42)
O (-1.33, 0.77, -1.22)
C (-0.79, 0.03, -2.15)
C (-1.51, -0.17, -3.34)
C (-0.99, -0.92, -4.37)
C (0.26, -1.51, -4.24)
C (0.98, -1.35, -3.09)
C (0.50, -0.58, -2.01)
C (1.28, -0.52, -0.82)
N (0.96, 0.07, 0.30)
N (1.68, -0.12, 1.40)
C (1.16, 0.50, 2.44)
O (0.13, 1.27, 2.28)
C (1.70, 0.30, 3.78)
C (2.83, -0.50, 3.98)
C (3.28, -0.74, 5.26)
C (2.62, -0.18, 6.35)
C (1.51, 0.63, 6.15)
C (1.05, 0.87, 4.87)
H (-2.48, 0.29, -3.43)
H (-1.56, -1.04, -5.28)
H (0.67, -2.10, -5.06)
H (1.96, -1.81, -3.00)
H (2.20, -1.08, -0.80)
H (3.32, -0.93, 3.12)
H (4.15, -1.35, 5.43)
H (2.95, -0.38, 7.35)
H (1.00, 1.07, 6.99)
H (0.20, 1.50, 4.68)
S (-0.57, 3.53, 0.33)
O (-0.32, -2.40, 0.55)
P (-0.20, -3.87, 0.42)
C (-1.49, -4.71, 1.39)
C (-2.15, -3.90, 2.31)
C (-3.23, -4.38, 3.01)
C (-3.67, -5.68, 2.80)
C (-3.01, -6.49, 1.89)
C (-1.92, -6.01, 1.18)
C (1.46, -4.47, 0.91)
C (2.53, -3.88, 0.25)
C (3.83, -4.13, 0.64)
C (4.08, -5.01, 1.68)
C (3.02, -5.65, 2.31)
C (1.71, -5.38, 1.94)
C (-0.40, -4.41, -1.30)
C (0.47, -5.29, -1.93)
C (0.28, -5.59, -3.27)
C (-0.77, -5.03, -3.96)
C (-1.65, -4.17, -3.33)
C (-1.45, -3.84, -2.00)
H (-1.79, -2.89, 2.44)
H (-3.75, -3.74, 3.72)
H (-4.53, -6.05, 3.33)
H (-3.35, -7.50, 1.73)
H (-1.41, -6.64, 0.46)
H (2.32, -3.22, -0.58)
H (4.66, -3.64, 0.15)
H (5.09, -5.20, 2.00)
H (3.22, -6.36, 3.10)
H (0.89, -5.86, 2.44)
H (1.28, -5.72, -1.37)
H (0.97, -6.27, -3.76)
H (-0.91, -5.27, -5.01)
H (-2.47, -3.73, -3.89)
H (-2.10, -3.14, -1.50)

Atomic partial charges in e from the Mulliken method, atoms 1 to 8:
1 Re 0.91
2 O -0.66
3 C 1.04
4 C -0.53
5 C -0.54
6 C -0.72
7 C -0.86
8 C 0.22



Computed, not measured: a structure of composition C32H26BaClN11O2, with ωB97M-V/def2-TZVPD.

Properties
Energy = -67312.862 eV
Energy relative to the best compared isomer or geometry (same formula, charge and spin) = 0.096 eV
HOMO = -8.2 eV
Gap between HOMO and LUMO = 8.337 eV

Cartesian coordinates (Å):
Ba (-0.57, 1.52, -1.76)
O (2.22, 5.29, -2.45)
C (1.71, 4.21, -2.12)
N (0.43, 3.86, -2.12)
C (-0.45, 4.94, -2.54)
C (-1.82, 4.82, -1.92)
C (-2.39, 5.90, -1.25)
C (-3.67, 5.77, -0.73)
C (-4.34, 4.57, -0.88)
C (-3.70, 3.54, -1.54)
N (-2.46, 3.65, -2.04)
C (2.66, 3.13, -1.59)
C (3.92, 3.51, -1.16)
C (4.76, 2.54, -0.62)
C (4.32, 1.23, -0.55)
C (3.05, 0.93, -1.02)
N (2.23, 1.86, -1.52)
H (-0.59, 4.92, -3.63)
H (-0.02, 5.91, -2.31)
H (-1.84, 6.82, -1.15)
H (-4.13, 6.60, -0.21)
H (-5.35, 4.43, -0.50)
H (-4.18, 2.58, -1.68)
H (4.21, 4.55, -1.25)
H (5.75, 2.81, -0.27)
H (4.94, 0.44, -0.14)
H (2.65, -0.08, -0.98)
C (2.12, 1.02, 3.30)
N (0.89, 1.28, 2.58)
C (0.72, 1.96, 1.45)
N (-0.54, 1.87, 1.05)
C (-1.10, 1.08, 2.02)
N (-0.27, 0.71, 2.96)
C (2.83, -0.24, 2.85)
C (4.21, -0.32, 2.96)
C (4.88, -1.49, 2.63)
C (4.17, -2.60, 2.19)
C (2.78, -2.51, 2.07)
C (2.11, -1.34, 2.38)
C (2.03, -3.70, 1.66)
N (2.44, -4.92, 1.63)
N (1.36, -5.68, 1.21)
C (0.39, -4.86, 1.02)
O (0.74, -3.58, 1.30)
C (-0.96, -5.16, 0.53)
C (-1.53, -6.38, 0.85)
C (-2.78, -6.70, 0.36)
C (-3.45, -5.81, -0.47)
C (-2.87, -4.60, -0.81)
C (-3.56, -3.75, -1.85)
N (-3.42, -2.31, -1.68)
C (-2.81, -1.44, -2.47)
N (-3.00, -0.21, -2.04)
C (-3.75, -0.41, -0.92)
N (-4.04, -1.66, -0.67)
C (-1.63, -4.25, -0.29)
H (1.86, 0.96, 4.35)
H (2.77, 1.89, 3.16)
H (1.51, 2.49, 0.94)
H (-2.14, 0.79, 2.02)
H (4.77, 0.54, 3.31)
H (5.95, -1.54, 2.72)
H (4.67, -3.52, 1.94)
H (1.04, -1.29, 2.27)
H (-0.98, -7.07, 1.49)
H (-3.24, -7.65, 0.63)
H (-4.43, -6.07, -0.85)
H (-4.63, -3.98, -1.87)
H (-3.16, -3.97, -2.84)
H (-2.23, -1.73, -3.34)
H (-4.11, 0.40, -0.29)
H (-1.16, -3.31, -0.54)
Cl (0.20, -1.18, -0.95)

Atomic partial charges in e from the Mulliken method, atoms 1 to 8:
1 Ba 1.85
2 O -0.76
3 C -0.42
4 N -0.07
5 C -0.98
6 C 0.76
7 C -0.58
8 C -0.34